*1*
{
  "formula": "CH2F3O2P",
  "method": "the ωB97M-V functional and the def2-TZVPD basis",
  "elements": ["O", "P", "O", "C", "F", "F", "F", "H", "H"],
  "positions_angstrom": [[-0.032, -0.858, -0.887], [-0.506, -0.570, 0.609], [-1.497, 0.722, 0.349], [-2.906, 0.323, -0.126], [-3.642, 0.035, 0.944], [-2.834, -0.734, -0.906], [-3.353, 1.301, -0.777], [0.405, -1.690, -0.858], [0.551, 0.567, 1.016]],
  "charge": 0,
  "smiles": "OPOC(F)(F)F"
}

***

*2*
{
  "formula": "CH2F3O2P",
  "method": "the ωB97M-V functional and the def2-TZVPD basis",
  "elements": ["C", "O", "O", "F", "F", "F", "P", "H", "H"],
  "positions_angstrom": [[-1.319, -0.809, -0.998], [0.952, 1.235, 1.637], [0.271, -0.560, 0.297], [-2.291, -0.194, -0.357], [-1.496, -2.096, -1.252], [-0.766, -0.160, -1.978], [1.210, 0.571, 0.178], [1.027, 2.107, 1.923], [2.412, -0.094, 0.550]],
  "charge": 0
}

***

*3*
{
  "formula": "CH2F3O2P",
  "method": "the ωB97M-V functional and the def2-TZVPD basis",
  "elements": ["O", "P", "O", "C", "F", "F", "F", "H", "H"],
  "positions_angstrom": [[2.096, 0.118, -0.652], [1.135, -0.763, 0.193], [-0.075, 0.213, 0.893], [-1.479, 0.216, 0.158], [-2.370, 0.871, 0.855], [-1.851, -1.008, -0.185], [-1.275, 0.836, -0.936], [2.058, 0.071, -1.618], [1.762, -0.553, 1.293]],
  "charge": 0,
  "smiles": "OPOC(F)(F)F"
}

***

Quick ranking, most stable first: *1*, *3*, *2*.